1.
C14H10Cl3GeN3O3STi as an isolated structure in a non-equilibrium geometry, computed with ωB97M-V/def2-TZVPD.

Calculated values
ΔE to the lowest compared entry with this formula, charge and spin ... 0.816 eV
Multiplicity ... 2
Total charge ... -1
Gap between HOMO and LUMO (spin up / spin down) ... 0.2673 / 0.2931 hartree
<S²> ... 0.754
E_tot ... -5634.95600 a.u.

Element x y z (Å)
C -2.958 0.563 2.817
H 2.328 3.914 -1.067
C -4.037 0.352 3.665
C -2.517 -0.463 1.993
C 1.873 0.773 -2.316
C 0.764 1.879 -0.383
H -4.721 -2.872 2.874
N 0.129 0.832 -0.076
C 1.748 1.891 -1.470
H 0.527 2.808 0.139
H 2.774 0.044 -4.118
H -4.378 1.150 4.313
N 1.700 -0.580 1.520
H -2.768 -2.482 1.374
O -0.829 -1.350 0.567
O 3.076 -1.053 -0.392
Ti 0.869 -1.103 -0.321
Cl 1.489 -3.517 0.316
H 4.023 2.133 -4.566
H 3.827 4.079 -3.029
C -4.230 -1.908 2.861
N -0.939 0.931 0.850
Ge 1.927 -3.360 -2.065
C 3.280 3.167 -2.831
C 2.694 0.898 -3.459
Cl 1.722 -5.610 -2.472
C 3.384 2.063 -3.693
C -4.673 -0.884 3.686
C -3.144 -1.696 2.017
Cl -0.360 -2.788 -2.179
O 1.198 -0.328 -2.096
H -5.513 -1.051 4.350
S 3.082 -0.745 1.077
C -1.347 -0.272 1.069
C 2.451 3.067 -1.737
H -2.449 1.517 2.781

2.
C14H10F5GaNS as an isolated structure in a non-equilibrium geometry, computed with ωB97M-V/def2-TZVPD.

Calculated values
Total charge ... -1
Gap between HOMO and LUMO (spin up / spin down) ... 0.1655 / 0.1656 hartree
E_tot ... -3416.34099 a.u.

Element x y z (Å)
C -1.145 -2.056 -2.002
C 0.869 0.232 4.446
S -1.774 -0.266 0.791
H -0.367 -3.102 -0.167
H -0.929 -0.863 -3.889
Ga -0.226 0.880 -0.553
H 2.078 1.400 -0.142
H 0.222 3.326 -3.888
C 0.409 1.361 3.767
F -0.568 -2.471 2.475
C -0.463 -1.361 -3.043
F 1.008 -2.141 4.685
C 0.426 2.555 -3.136
C -0.158 -2.530 -1.068
C -0.484 1.987 -2.348
C -0.772 -0.098 2.197
F 1.629 0.389 5.539
N 1.558 0.567 -0.444
C 0.526 -1.057 4.035
H -2.222 -2.197 -1.921
C 1.121 -2.139 -1.545
C -1.701 1.705 -1.792
C -0.293 -1.215 2.916
H 1.729 -0.955 -3.380
H 2.066 -2.317 -1.043
F -0.722 2.284 1.912
C 0.945 -1.440 -2.784
F 0.760 2.605 4.158
H -2.425 1.053 -2.301
H 1.467 2.270 -3.031
C -0.385 1.179 2.643
H -2.181 2.413 -1.088

3.
A 2-piece molecular cluster, C14H10N8O4S overall in a non-equilibrium geometry, computed with ωB97M-V/def2-TZVPD.

Calculated values
Gap between HOMO and LUMO ... 0.2418 hartree
SMILES ... O=[N+]([O-])c1cc([N+](=O)[O-])c2nnnn2c1.c1ccc2c(c1)SC1=NCCN12
E_tot ... -1676.43720 a.u.

Element x y z (Å)
N 1.631 -5.134 2.951
C 2.149 3.371 -0.249
C 0.699 1.727 1.438
H 0.577 4.824 0.071
H -0.775 3.291 1.562
H 1.075 -2.691 3.873
H 3.580 1.715 -0.359
C -0.947 -0.607 3.785
H 4.372 -5.311 2.823
C -1.070 0.751 3.095
C 0.183 2.986 1.139
C 2.647 2.091 0.054
C 1.923 1.277 0.919
N 0.151 0.781 2.292
O 6.668 -4.785 3.176
H -1.769 -1.270 3.490
C 0.884 -0.364 2.505
H -1.958 0.812 2.456
C 0.938 3.821 0.298
H -1.081 1.578 3.815
S 2.333 -0.328 1.536
C 4.891 -3.524 3.914
C 4.378 -2.357 4.582
N 0.346 -1.185 3.355
O 0.438 -4.784 3.122
O 1.956 -6.227 2.451
C 2.617 -4.183 3.392
N 6.329 -3.734 3.774
H -0.955 -0.495 4.875
N 4.904 -1.348 5.302
N 2.719 -1.012 5.219
N 3.856 -0.556 5.663
H 2.713 4.021 -0.918
C 4.008 -4.425 3.335
C 2.116 -2.989 3.899
O 7.147 -2.912 4.212
N 3.004 -2.162 4.530

4.
C14H11BrMoN8O2S2 as an isolated structure, computed with ωB97M-V/def2-TZVPD.

Calculated values
ΔE to the lowest compared entry with this formula, charge and spin ... 0.023 eV
Total charge ... +2
Gap between HOMO and LUMO (spin up / spin down) ... 0.2339 / 0.2295 hartree
E_tot ... -4566.54292 a.u.

Element x y z (Å)
H -0.206 -0.071 6.886
S 0.357 2.020 0.806
H -2.585 -0.051 0.743
S 2.538 -0.034 0.217
Mo 0.453 -0.252 0.950
N 6.631 4.125 -1.806
H -1.843 0.816 -0.452
C 1.861 2.583 0.091
C 4.328 3.387 -0.901
H -2.943 -1.063 -1.462
N 0.610 -2.917 0.257
H -2.416 -3.365 -2.076
H 1.285 4.655 -0.057
C -1.237 -2.114 -0.985
H 1.777 -1.480 3.370
N 3.644 6.824 -1.254
N -0.084 -1.875 -0.316
C 2.066 3.921 -0.208
C -0.692 0.683 3.633
H 4.905 1.326 -0.760
C 0.889 -0.877 5.221
H -1.643 1.349 5.416
N -1.848 -0.078 0.038
O 0.626 -4.027 -0.167
N 0.241 -0.104 3.055
C 5.603 3.802 -1.410
O 1.189 -2.506 1.281
C -0.884 0.705 4.995
N -2.117 -1.110 -0.880
C 1.022 -0.868 3.845
H -1.270 1.321 2.980
H -0.793 -3.907 -1.782
N -1.503 -3.194 -1.678
C 2.879 1.656 -0.110
C 3.505 5.709 -1.017
C -0.083 -0.082 5.811
C 3.298 4.324 -0.707
C 4.115 2.048 -0.604
Br 2.023 -1.955 6.242